[1]
C23H32N4O4S | ωB97M-V/def2-TZVPD

Summary:
HOMO-LUMO gap = 0.30871 Eh
total charge = 0
energy above the lowest of the compared OMol25 structures with the same formula, charge and spin = 3.150 eV

Cartesian coordinates (Å):
C: -0.172 -4.778 -4.919
N: 0.041 -3.498 -5.558
C: -0.938 -2.486 -5.191
C: -0.460 -1.571 -4.061
N: 0.725 -0.865 -4.504
C: 1.147 0.323 -4.039
O: 2.081 0.930 -4.544
C: 0.411 0.915 -2.876
C: 0.125 2.239 -2.947
N: -0.466 2.957 -1.966
C: -0.721 4.365 -2.164
C: -0.820 2.334 -0.792
C: -1.479 3.027 0.238
C: -1.826 2.379 1.401
C: -1.525 1.034 1.569
S: -2.044 0.242 3.093
O: -1.590 -1.117 3.080
O: -3.453 0.487 3.225
N: -1.257 1.161 4.236
C: -2.054 1.930 5.162
C: 0.071 0.771 4.681
C: 0.062 -0.475 5.572
C: 1.475 -0.789 6.053
C: 2.409 -0.996 4.866
C: 2.412 0.239 3.970
C: 0.996 0.544 3.487
C: -0.884 0.337 0.578
C: -0.517 0.971 -0.612
C: 0.184 0.179 -1.643
O: 0.543 -0.971 -1.441
C: 1.497 -1.524 -5.541
C: 1.408 -3.029 -5.354
H: -1.167 -5.143 -5.171
H: 0.561 -5.484 -5.307
H: -0.072 -4.740 -3.824
H: -1.867 -2.974 -4.895
H: -1.150 -1.876 -6.078
H: -1.241 -0.850 -3.802
H: -0.238 -2.166 -3.167
H: 0.381 2.779 -3.849
H: -1.793 4.572 -2.137
H: -0.333 4.665 -3.135
H: -0.222 4.956 -1.394
H: -1.726 4.069 0.125
H: -2.341 2.899 2.193
H: -2.070 1.484 6.161
H: -3.070 1.953 4.777
H: -1.661 2.948 5.232
H: 0.457 1.621 5.261
H: -0.597 -0.314 6.429
H: -0.333 -1.309 4.992
H: 1.460 -1.685 6.676
H: 1.845 0.038 6.666
H: 3.422 -1.203 5.218
H: 2.069 -1.857 4.287
H: 3.062 0.075 3.110
H: 2.801 1.094 4.529
H: 0.623 -0.300 2.909
H: 0.993 1.429 2.847
H: -0.656 -0.710 0.700
H: 1.125 -1.243 -6.534
H: 2.530 -1.178 -5.456
H: 1.772 -3.276 -4.343
H: 2.053 -3.534 -6.080

Atoms 1-6, force components in eV/Å:
C 0.0 0.1 -0.1
N 0.1 0.0 0.0
C -0.1 0.4 0.0
C -0.4 -0.4 0.2
N 0.0 -0.1 -0.1
C -0.1 0.1 0.2

[2]
C23H32N4O4S | ωB97M-V/def2-TZVPD

Summary:
HOMO-LUMO gap = 0.29387 Eh
total charge = 0
energy above the lowest of the compared OMol25 structures with the same formula, charge and spin = 2.934 eV

Cartesian coordinates (Å):
C: -2.179 -3.988 -0.116
C: -2.472 -2.486 -0.182
N: -1.351 -1.596 -0.430
C: -0.669 -1.740 -1.704
C: 0.455 -2.778 -1.791
C: -0.487 -1.349 0.713
C: -1.084 -0.297 1.672
N: -0.692 1.071 1.398
C: 0.351 1.626 2.241
C: 1.704 1.112 1.830
C: 2.413 1.686 0.829
C: 3.680 1.184 0.413
C: 4.420 1.790 -0.623
C: 5.631 1.247 -0.935
C: 6.136 0.122 -0.257
C: 5.442 -0.491 0.750
C: 4.193 0.056 1.086
N: 3.443 -0.504 2.082
C: 2.206 -0.070 2.515
O: 1.626 -0.678 3.401
O: 7.356 -0.203 -0.767
C: 7.624 0.746 -1.781
O: 6.538 1.638 -1.883
C: -1.155 1.777 0.334
S: -0.786 3.392 0.133
N: -1.935 1.128 -0.540
C: -2.619 1.741 -1.644
C: -4.138 1.731 -1.418
C: -4.557 2.498 -0.150
C: -4.933 1.389 0.832
C: -5.402 0.290 -0.119
O: -4.564 0.379 -1.252
H: -1.944 -4.387 -1.099
H: -3.059 -4.508 0.256
H: -1.351 -4.194 0.558
H: -2.916 -2.182 0.770
H: -3.212 -2.297 -0.966
H: -0.242 -0.760 -1.951
H: -1.433 -1.968 -2.452
H: 0.886 -2.750 -2.789
H: 1.244 -2.558 -1.075
H: 0.093 -3.784 -1.603
H: 0.469 -0.966 0.351
H: -0.285 -2.265 1.284
H: -0.737 -0.522 2.681
H: -2.176 -0.367 1.661
H: 0.155 1.342 3.278
H: 0.314 2.713 2.140
H: 2.015 2.555 0.324
H: 4.032 2.651 -1.139
H: 5.836 -1.351 1.265
H: 3.814 -1.315 2.565
H: 8.540 1.303 -1.528
H: 7.769 0.225 -2.740
H: -2.036 0.115 -0.467
H: -2.396 1.179 -2.556
H: -2.269 2.770 -1.753
H: -4.622 2.151 -2.312
H: -5.419 3.132 -0.358
H: -3.747 3.124 0.218
H: -4.055 1.061 1.389
H: -5.707 1.687 1.535
H: -6.449 0.460 -0.412
H: -5.308 -0.719 0.287

Atoms 1-6, force components in eV/Å:
C 0.0 0.3 0.0
C 0.0 -0.2 0.0
N 0.0 -0.1 0.0
C 0.1 0.0 -0.1
C -0.2 0.1 0.1
C -0.2 0.1 0.2

[3]
C23H32N5O2S | ωB97M-V/def2-TZVPD

Summary:
HOMO-LUMO gap (spin up / spin down) = 0.31080 / 0.35796 Eh
total charge = 0
multiplicity = 2
⟨S²⟩ = 0.7542

Cartesian coordinates (Å):
C: -2.898 -0.528 -0.477
C: -1.650 -0.399 0.409
C: -1.777 0.926 1.160
C: -0.366 -0.406 -0.428
C: -0.070 -1.766 -1.061
C: 1.195 -1.700 -1.946
C: 2.484 -2.058 -1.205
S: 3.935 -1.368 -2.073
C: 4.881 -0.982 -0.670
N: 5.528 0.101 -0.428
N: 6.071 -0.043 0.844
C: 5.707 -1.196 1.256
O: 4.961 -1.868 0.362
C: -0.013 -2.862 0.008
C: -1.222 -2.898 0.963
C: -0.854 -3.705 2.207
C: -2.431 -3.578 0.296
N: -1.541 -1.501 1.415
O: -0.958 -1.157 2.500
H: -2.975 -1.467 -1.011
H: -3.800 -0.356 0.114
H: -2.838 0.268 -1.225
H: -2.576 0.869 1.902
H: -2.036 1.708 0.439
H: -0.849 1.198 1.661
H: -0.486 0.344 -1.220
H: 0.478 -0.091 0.198
H: -0.908 -2.026 -1.722
H: 1.068 -2.326 -2.835
H: 1.303 -0.674 -2.313
H: 2.472 -1.603 -0.212
H: 2.612 -3.134 -1.097
H: 5.894 -1.668 2.208
H: 0.043 -3.839 -0.490
H: 0.891 -2.772 0.618
H: -1.628 -3.621 2.971
H: 0.093 -3.378 2.635
H: -0.752 -4.757 1.921
H: -2.310 -4.661 0.380
H: -2.515 -3.354 -0.765
H: -3.359 -3.305 0.801
N: -3.651 2.699 -1.899
C: -4.780 3.059 -2.506
C: -4.818 3.691 -3.740
C: -3.620 3.968 -4.378
C: -2.437 3.603 -3.756
C: -2.508 2.974 -2.523
H: -5.698 2.828 -1.977
H: -5.766 3.958 -4.186
H: -3.608 4.462 -5.341
H: -1.477 3.802 -4.213
H: -1.601 2.675 -2.006
N: 1.445 2.212 3.496
C: 2.006 3.416 3.578
C: 3.205 3.750 2.964
C: 3.862 2.778 2.228
C: 3.292 1.519 2.137
C: 2.085 1.288 2.782
H: 1.466 4.151 4.165
H: 3.611 4.748 3.065
H: 4.802 2.990 1.733
H: 3.781 0.742 1.569
H: 1.599 0.319 2.726

Atoms 1-6, force components in eV/Å:
C 0.3 0.2 -0.1
C -0.3 0.1 0.1
C 0.1 0.0 -0.1
C 0.0 0.0 -0.2
C -0.2 -0.1 0.0
C 0.0 0.1 -0.1

[4]
C23H33Cl2IrNO4SSi | ωB97M-V/def2-TZVPD

Summary:
HOMO-LUMO gap (spin up / spin down) = 0.18593 / 0.20017 Eh
total charge = +2
multiplicity = 2
⟨S²⟩ = 0.7642
energy above the lowest of the compared OMol25 structures with the same formula, charge and spin = 1.050 eV

Cartesian coordinates (Å):
Ir: -0.268 0.146 -0.478
C: 1.013 1.211 2.300
C: -0.446 1.050 2.721
O: -0.970 -0.106 2.087
C: -2.080 -0.662 2.808
C: -2.816 -1.670 1.921
O: -1.992 -2.173 0.896
C: -1.007 -3.110 1.273
C: 0.050 -3.106 0.190
O: 0.742 -1.830 0.063
C: 1.706 -1.638 1.116
C: 2.325 -0.289 0.892
O: 1.271 0.699 0.964
H: 1.666 0.677 2.988
H: 1.303 2.261 2.296
H: -1.056 1.923 2.470
H: -0.469 0.923 3.806
H: -2.770 0.132 3.109
H: -1.682 -1.123 3.716
H: -3.653 -1.197 1.410
H: -3.227 -2.468 2.547
H: -1.434 -4.115 1.349
H: -0.571 -2.863 2.247
H: -0.389 -3.300 -0.787
H: 0.809 -3.864 0.392
H: 2.462 -2.424 1.063
H: 1.209 -1.678 2.087
H: 2.755 -0.211 -0.105
H: 3.106 -0.060 1.616
Cl: 1.475 -0.275 -2.512
C: 0.338 -0.779 -3.749
C: 0.839 -0.957 -5.021
C: -0.029 -1.369 -6.022
C: -1.365 -1.599 -5.743
C: -1.843 -1.415 -4.456
Cl: -3.510 -1.707 -4.137
C: -0.998 -0.993 -3.418
S: -1.706 -0.827 -1.818
H: 1.885 -0.781 -5.226
H: 0.344 -1.515 -7.026
H: -2.047 -1.921 -6.517
C: -0.329 2.708 -3.416
Si: 0.161 3.146 -1.672
C: 1.962 2.973 -1.248
C: -0.295 4.936 -1.456
N: -0.812 1.933 -0.591
C: -1.920 2.306 0.170
C: -2.035 3.593 0.737
C: -3.125 3.934 1.504
C: -4.151 3.015 1.728
C: -4.058 1.743 1.184
C: -2.959 1.385 0.424
H: -0.318 3.645 -3.980
H: -1.345 2.314 -3.482
H: 0.341 2.021 -3.920
H: 2.495 3.717 -1.846
H: 2.401 2.003 -1.474
H: 2.152 3.207 -0.199
H: 0.264 5.417 -2.267
H: 0.035 5.406 -0.531
H: -1.348 5.160 -1.620
H: -1.248 4.314 0.615
H: -3.180 4.924 1.935
H: -5.010 3.295 2.321
H: -4.854 1.026 1.339
H: -2.940 0.394 0.001

Atoms 1-6, force components in eV/Å:
Ir -0.1 -0.2 -0.2
C -0.1 0.0 0.0
C 0.0 -0.1 0.0
O 0.0 0.1 0.0
C 0.1 0.0 0.1
C 0.0 0.0 0.0

[5]
C23H33Cl2N4O4Ru | ωB97M-V/def2-TZVPD

Summary:
HOMO-LUMO gap (spin up / spin down) = 0.23648 / 0.26707 Eh
total charge = 0
multiplicity = 6
⟨S²⟩ = 8.8128
energy above the lowest of the compared OMol25 structures with the same formula, charge and spin = 0.000 eV

Cartesian coordinates (Å):
O: -1.871 -0.324 0.367
C: -2.705 0.593 -0.151
C: -3.655 0.107 -1.255
C: -3.260 -0.812 -2.214
H: -2.223 -1.150 -2.245
C: -4.158 -1.258 -3.191
H: -3.826 -1.983 -3.937
C: -5.472 -0.777 -3.211
H: -6.193 -1.130 -3.957
C: -5.872 0.177 -2.260
H: -6.886 0.592 -2.275
C: -4.974 0.599 -1.278
H: -5.272 1.345 -0.537
H: -3.457 0.985 0.603
C: -1.800 2.876 0.676
C: -1.736 1.972 -0.559
H: -2.296 3.828 0.395
H: -0.811 3.105 1.132
H: -2.443 2.377 1.427
C: -1.890 2.433 -1.865
C: -1.858 3.883 -2.230
H: -2.145 1.676 -2.606
H: -2.899 4.174 -2.511
H: -1.198 4.075 -3.091
H: -1.538 4.562 -1.427
Ru: 0.087 0.767 -0.419
Cl: -0.175 -0.025 -2.481
Cl: 0.971 2.791 -1.013
C: 3.041 0.673 -1.715
O: 2.407 0.513 -0.652
N: 4.380 0.806 -1.745
C: 5.217 0.750 -0.546
C: 5.063 1.358 -2.902
H: 2.555 0.722 -2.721
H: 4.647 0.469 0.344
H: 5.690 1.734 -0.413
H: 6.040 0.040 -0.711
H: 4.367 1.473 -3.744
H: 5.897 0.708 -3.193
H: 5.489 2.336 -2.618
H: 1.884 1.785 4.541
H: 0.126 -0.132 5.611
C: 0.928 2.106 4.107
C: -0.601 0.289 4.899
N: 0.087 0.953 3.802
H: 1.116 2.699 3.206
C: -0.055 0.538 2.548
O: 0.503 1.211 1.609
H: -1.230 -0.515 4.490
H: -0.655 -0.365 2.364
H: 0.420 2.716 4.859
H: -1.232 1.017 5.430
N: 2.951 -6.026 1.793
C: 1.784 -5.702 1.142
O: 0.997 -6.583 0.800
C: 1.465 -4.241 0.900
C: 2.185 -3.143 1.394
C: 1.805 -1.836 1.016
N: 0.724 -1.554 0.262
C: 0.017 -2.612 -0.178
C: 0.338 -3.943 0.124
H: 3.196 -6.976 1.808
H: 3.736 -5.346 1.843
H: 3.027 -3.266 2.084
H: 2.405 -0.979 1.334
H: -0.852 -2.397 -0.801
H: -0.307 -4.741 -0.255

Atoms 1-6, force components in eV/Å:
O 1.2 -0.1 0.0
C -0.3 1.3 -0.4
C 0.0 0.3 0.1
C -0.1 -0.3 -0.5
H -0.6 0.0 0.2
C -0.3 0.1 0.2

[6]
C23H33N3O2S2Tc | ωB97M-V/def2-TZVPD

Summary:
HOMO-LUMO gap (spin up / spin down) = 0.27196 / 0.26086 Eh
total charge = +2
multiplicity = 2
⟨S²⟩ = 0.7585
energy above the lowest of the compared OMol25 structures with the same formula, charge and spin = 1.838 eV

Cartesian coordinates (Å):
Tc: 0.834 -0.377 0.703
N: 1.236 3.863 0.288
C: 0.797 2.594 0.280
S: 1.796 1.388 -0.520
N: -0.326 2.321 0.871
N: -0.722 0.999 0.670
C: -1.991 0.931 0.494
C: -2.857 -0.200 0.153
C: -4.221 0.132 0.097
C: -5.204 -0.777 -0.239
C: -4.854 -2.086 -0.523
C: -3.520 -2.459 -0.473
C: -2.553 -1.522 -0.166
O: -1.175 -1.973 -0.091
H: 2.079 4.115 -0.198
H: 0.642 4.593 0.644
H: -2.516 1.876 0.596
H: -4.502 1.151 0.331
H: -6.240 -0.467 -0.265
H: -5.607 -2.823 -0.767
H: -3.262 -3.491 -0.635
C: -0.388 -2.006 3.383
C: 0.832 -1.428 2.727
C: 1.220 -0.082 2.910
C: 2.405 0.397 2.327
C: 2.880 1.793 2.564
C: 3.131 -0.455 1.440
C: 2.735 -1.747 1.155
C: 3.516 -2.626 0.226
C: 1.588 -2.217 1.845
H: -0.099 -2.728 4.148
H: -1.018 -2.531 2.663
H: -0.980 -1.229 3.866
H: 0.586 0.563 3.506
H: 3.664 1.777 3.326
H: 2.074 2.431 2.921
H: 3.305 2.222 1.659
H: 4.006 -0.050 0.944
H: 4.475 -2.886 0.677
H: 3.723 -2.114 -0.714
H: 2.983 -3.549 0.011
H: 1.266 -3.236 1.663
C: 0.055 -5.708 0.248
C: -1.253 -5.085 -0.222
C: -1.112 -4.323 -1.548
S: -0.500 -2.659 -1.369
O: 0.916 -2.667 -1.121
C: -0.988 -1.636 -2.749
C: 0.126 -1.562 -3.798
C: 0.385 -2.876 -4.520
H: -0.097 -6.239 1.186
H: 0.829 -4.955 0.404
H: 0.430 -6.424 -0.484
H: -1.672 -4.433 0.546
H: -1.997 -5.862 -0.399
H: -2.024 -4.260 -2.140
H: -0.335 -4.771 -2.176
H: -1.208 -0.661 -2.306
H: -1.913 -2.062 -3.144
H: 1.034 -1.180 -3.329
H: -0.204 -0.799 -4.505
H: 0.808 -3.635 -3.855
H: 1.109 -2.727 -5.318
H: -0.526 -3.272 -4.973

Atoms 1-6, force components in eV/Å:
Tc 2.4 -0.1 1.3
N 0.0 0.0 0.0
C 0.1 0.3 0.0
S -0.5 0.0 -0.5
N 0.0 0.0 0.0
N -0.4 0.0 -0.3

[7]
C23H33N6O4P3S2 | ωB97M-V/def2-TZVPD

Summary:
HOMO-LUMO gap = 0.23862 Eh
total charge = 0

Cartesian coordinates (Å):
C: 4.357 -3.867 2.212
P: 3.990 -3.910 0.407
O: 3.527 -5.460 0.163
C: 2.481 -2.830 0.186
C: 2.528 -1.454 0.272
P: 4.167 -0.734 0.661
N: 4.414 -0.538 2.200
C: 1.345 -0.602 0.028
P: 1.473 1.214 0.128
O: 1.949 1.626 -1.350
O: 2.738 1.674 0.992
S: -0.079 2.178 0.733
C: 0.154 -1.205 -0.325
C: -1.145 -0.509 -0.658
C: -2.047 -0.382 0.607
C: -3.019 -1.551 0.817
C: -4.330 -1.120 1.463
O: -5.365 -2.057 1.117
C: 0.113 -2.629 -0.412
N: -0.972 -3.323 -0.759
S: -0.562 -4.864 -0.739
N: 0.973 -4.749 -0.305
C: 1.240 -3.453 -0.162
H: 4.602 -4.891 2.493
H: 3.538 -3.508 2.826
H: 5.246 -3.274 2.372
H: 3.061 -5.816 0.929
H: 4.236 0.447 -0.092
H: 5.116 -1.556 0.028
H: 3.607 -0.853 2.724
H: 2.749 2.168 -1.282
H: 2.535 1.512 1.927
H: -1.680 -1.153 -1.348
H: -0.977 0.442 -1.143
H: -1.381 -0.315 1.461
H: -2.550 0.581 0.559
H: -2.547 -2.250 1.505
H: -3.208 -2.052 -0.127
H: -4.651 -0.147 1.105
H: -4.251 -1.108 2.548
H: -4.937 -2.888 0.902
N: 1.731 4.214 2.988
C: 1.414 4.709 4.223
C: 2.489 5.422 4.682
C: 3.496 5.357 3.682
C: 2.997 4.607 2.650
H: 1.122 3.647 2.417
H: 0.453 4.512 4.667
H: 2.548 5.933 5.628
H: 4.472 5.810 3.716
H: 3.432 4.321 1.709
N: 1.604 -0.127 -3.676
C: 1.803 0.690 -4.753
C: 1.640 -0.060 -5.888
C: 1.326 -1.384 -5.478
C: 1.310 -1.391 -4.108
H: 1.665 0.161 -2.717
H: 2.042 1.731 -4.622
H: 1.734 0.299 -6.899
H: 1.134 -2.231 -6.115
H: 1.115 -2.185 -3.406
N: -6.216 0.935 -0.907
C: -7.045 1.808 -0.259
C: -7.273 2.868 -1.095
C: -6.555 2.622 -2.297
C: -5.915 1.421 -2.150
H: -5.882 0.065 -0.532
H: -7.400 1.600 0.736
H: -7.887 3.725 -0.871
H: -6.515 3.254 -3.168
H: -5.275 0.873 -2.820

Atoms 1-6, force components in eV/Å:
C -0.4 -0.3 -0.2
P 1.0 0.2 -0.8
O 0.0 0.3 0.5
C 0.3 -0.6 0.7
C 0.0 0.1 -0.7
P -0.2 0.2 0.9

no.,energy (eV),F_max (eV/A)
1,-49356.287,1.07
2,-49356.502,1.29
3,-46748.023,0.47
4,-80647.466,0.47
5,-66161.560,3.97
6,-56804.785,2.73
7,-91053.787,1.47